Version A
The following is a quantum chemistry calculation of C8H8ClN3 in the gas phase, from the Open Molecules 2025 dataset.

As for the LUMO energy: -0.447 eV. The value obtained for the gap between HOMO and LUMO is 8.741 eV. The HOMO energy is -9.19 eV.

Last column: Mulliken charge in e.
Geometry (Å):
Cl -0.34477 2.39964 0.03596  -0.186
C -0.30256 0.60199 -0.18935  0.807
N 1.12380 0.29176 -0.22752  1.062
C 1.89850 0.34818 0.85786  -0.108
C 3.22017 0.09775 0.42094  -0.975
C 2.99702 -0.24933 -0.89397  -0.008
N 1.77207 -0.08775 -1.23744  -1.208
C -0.94875 -0.12487 1.07639  -0.761
C -2.28466 -0.74878 0.73230  -0.414
C -2.85731 -0.67530 -0.47412  -0.479
C -2.10540 -0.10938 -1.49999  -0.110
N -0.91336 0.44488 -1.43803  -0.594
H 1.44649 0.50904 1.79421  0.419
H 4.14125 0.03898 0.92831  0.408
H 3.77061 -0.54131 -1.73946  0.304
H -1.01827 0.67314 1.98499  0.342
H -0.25991 -0.83255 1.55065  0.370
H -2.88835 -1.02733 1.53582  0.419
H -3.81991 -1.06467 -0.71886  0.402
H -2.62664 0.05590 -2.49869  0.311

=====

Version B
The following is a quantum chemistry calculation of 2 unconnected molecules or ions with the total composition C8H8ClN3, from the Open Molecules 2025 dataset.

As for the LUMO energy: 0.847 eV. The value obtained for the gap between HOMO and LUMO is 10.101 eV. The HOMO energy is -9.25 eV.

Last column: Mulliken charge in e.
Geometry (Å):
Cl 2.81414 -0.08304 -1.77717  -0.193
C 2.21076 -0.64150 -0.32771  0.522
C 2.14579 0.14191 0.84370  -0.413
C 1.67147 -0.43982 2.03964  -0.328
C 1.25202 -1.79661 2.06787  -0.444
C 1.39447 -2.47790 0.82525  -0.166
N 1.82963 -1.90291 -0.31922  -0.562
H 2.59815 1.11649 0.82075  0.366
H 1.69048 0.03277 2.96250  0.477
H 0.94941 -2.39738 2.94536  0.348
H 1.08139 -3.50315 0.71782  0.389
C -3.11993 1.03955 -0.97387  -0.493
C -2.30322 1.58955 -0.04670  -0.191
N -1.06587 1.73968 -0.49150  -0.697
N -1.13896 1.41173 -1.76432  0.304
C -2.32405 0.99381 -2.09647  -0.212
H -4.16470 0.94538 -0.94343  0.369
H -2.58642 1.91574 0.97595  0.381
H -0.31656 1.48413 -2.30765  0.180
H -2.61800 0.83155 -3.15079  0.362

=====

version B has the most favorable energy; the next structure is 37.9 kcal/mol above.

=====

Version A
The following is a quantum chemistry calculation of a gas-phase ion, NO5P (charge -2), from the Open Molecules 2025 dataset.

As for the LUMO energy: 7.284 eV. The value obtained for the gap between HOMO and LUMO is 6.919 eV. The charge is -2. The HOMO energy is 0.37 eV.

Last column: Mulliken charge in e.
Geometry (Å):
O -1.73650 0.69371 -0.80697  -0.578
N -1.09993 -0.01374 -0.02230  0.644
O -1.69164 -0.72154 0.79711  -0.588
P 0.86196 0.02590 -0.02491  0.854
O 1.22424 0.34310 1.46441  -0.805
O 1.26768 1.09508 -1.02855  -0.754
O 1.17418 -1.42251 -0.37879  -0.772

=====

Version B
The following is a quantum chemistry calculation of a gas-phase ion, NO5P (charge -2), from the Open Molecules 2025 dataset.

As for the LUMO energy: 7.098 eV. The value obtained for the gap between HOMO and LUMO is 6.164 eV. The charge is -2. The HOMO energy is 0.93 eV.

Last column: Mulliken charge in e.
Geometry (Å):
O 1.62822 -1.05787 0.17101  -0.572
N 1.03005 -0.00645 -0.07383  0.769
O 1.64329 0.99062 -0.48902  -0.578
P -0.74207 0.16861 0.14514  0.780
O -1.44695 -1.52422 -0.90679  -1.067
O -1.14782 1.46247 -0.45772  -0.651
O -0.96473 -0.03316 1.61120  -0.681

=====

version A has the most favorable energy; the next structure is 74.1 kcal/mol above.

=====

Version A
The following is a quantum chemistry calculation of ClFH2NOP in the gas phase, from the Open Molecules 2025 dataset.

As for the LUMO energy: 0.291 eV. The value obtained for the gap between HOMO and LUMO is 9.658 eV. The HOMO energy is -9.37 eV.

Last column: Mulliken charge in e.
Geometry (Å):
N 1.26875 0.60777 0.73711  -0.590
P -0.29679 -0.05114 0.00702  0.902
O 0.01038 -0.85056 -1.29645  -0.427
F -1.04807 -1.19914 0.86590  -0.276
Cl -1.88157 1.06977 -0.39185  -0.155
H 0.99082 1.18161 1.51502  0.181
H 0.95648 -0.75831 -1.43674  0.366

=====

Version B
The following is a quantum chemistry calculation of ClFH2NOP in the gas phase, from the Open Molecules 2025 dataset.

As for the LUMO energy: 0.376 eV. The value obtained for the gap between HOMO and LUMO is 10.352 eV. The HOMO energy is -9.98 eV.

Last column: Mulliken charge in e.
Geometry (Å):
N -1.18274 -0.55157 0.65362  -0.634
P 0.23107 -0.05015 -0.02511  0.936
O 0.01938 0.65319 -1.39339  -0.430
F 0.76822 1.26424 0.72465  -0.280
Cl 1.92323 -1.07145 -0.02741  -0.152
H -0.82776 -0.75831 1.54996  0.200
H -0.93140 0.51405 -1.48230  0.360

=====

version B has the most favorable energy; the next structure is 18.2 kcal/mol above.